No. 1
Computed, not measured: C18H17BrN2O4 in the gas phase, with ωB97M-V/def2-TZVPD.

Last column: Mulliken charge in e.
Cartesian coordinates (Å):
C  4.8606  0.0760  0.6234  -1.2056
C  3.6772  -0.8870  0.6688  -0.3774
O  2.7620  -0.7236  -0.3940  -0.1786
C  3.2210  -1.1556  -1.6567  -0.6958
C  2.0566  -1.1526  -2.6450  -0.6142
C  1.4677  0.2496  -2.8755  -1.0232
N  0.1828  0.4261  -2.2210  0.0513
C  0.1263  0.6173  -0.9029  -0.6848
C  -1.0601  0.7383  -0.2150  0.7887
C  -0.9964  0.9704  1.2399  0.5335
O  -0.0524  1.5970  1.7191  -0.8444
C  -2.0892  0.4667  2.0830  0.7116
C  -2.9160  -0.5833  1.6721  -0.4658
C  -3.9492  -1.0048  2.4780  -0.3893
Br  -5.0507  -2.4517  1.9076  -0.2066
C  -4.1995  -0.3947  3.7033  -0.4153
C  -3.3734  0.6153  4.1363  -0.6666
C  -2.2892  1.0408  3.3597  0.1091
O  -1.4928  1.9857  3.8547  -0.6426
C  -2.2585  0.7302  -0.9616  -0.3943
C  -2.2136  0.5566  -2.3174  0.0758
C  -3.4075  0.5718  -3.0733  0.0171
N  -4.3926  0.5901  -3.6580  -0.5503
C  -0.9665  0.3572  -3.0387  0.3570
O  -0.8575  0.1627  -4.2300  -0.6683
H  5.5116  -0.1381  -0.2209  0.3284
H  5.4390  -0.0234  1.5372  0.4191
H  4.5046  1.1004  0.5441  0.2978
H  3.0849  -0.7021  1.5688  0.3203
H  4.0389  -1.9257  0.6907  0.3557
H  4.0186  -0.4954  -2.0271  0.3608
H  3.6302  -2.1738  -1.5756  0.3795
H  2.4176  -1.5575  -3.5899  0.3673
H  1.2738  -1.8155  -2.2735  0.3492
H  2.1545  1.0123  -2.5044  0.4505
H  1.2858  0.4090  -3.9409  0.4818
H  1.0686  0.6289  -0.3724  0.6950
H  -2.7247  -1.0883  0.7378  0.6689
H  -5.0242  -0.7279  4.3139  0.4194
H  -3.5264  1.0868  5.0937  0.4366
H  -0.7334  2.1114  3.2372  0.3847
H  -3.2086  0.9006  -0.4757  0.6644

Kohn-Sham gap	0.30194	Eh
SMILES string	CCOCCCn1cc(C(=O)c2cc(Br)ccc2O)cc(C#N)c1=O
E_HOMO	-8.835	eV



No. 2
Computed, not measured: C9H11N3O2S in the gas phase, with ωB97M-V/def2-TZVPD.

Last column: Mulliken charge in e.
Cartesian coordinates (Å):
C  3.7604  -0.6363  0.9491  -1.1369
C  2.6338  -0.6994  -0.0539  0.7001
N  2.9373  -0.5880  -1.3053  -0.5455
S  1.6314  -0.8580  -2.3190  1.3208
O  1.6415  -2.1648  -2.7597  -0.6125
O  1.5628  -0.0707  -3.5577  -0.6971
C  0.1453  -0.6075  -1.3666  -0.4045
C  -1.0298  -0.1555  -1.9316  -0.2965
C  -2.1177  0.2243  -1.1281  -1.2689
C  -1.9891  0.4301  0.2521  0.6608
C  -3.1241  0.8494  1.0628  -0.5416
N  -2.5776  1.8906  1.9694  -0.6175
C  -0.7831  -0.0012  0.8945  -0.9320
C  0.1799  -0.5589  -0.0382  1.1376
N  1.3664  -0.8350  0.5935  -0.1367
H  4.4005  -1.5632  0.8102  0.2596
H  4.3801  0.1633  0.8081  0.3645
H  3.4546  -0.5755  2.0043  0.3022
H  -0.8545  -0.0753  -2.9834  0.5167
H  -3.0912  0.5649  -1.6062  0.2312
H  -3.9349  1.3187  0.4670  0.3629
H  -3.5859  0.0342  1.6281  0.2625
H  -3.3101  2.2792  2.6723  0.2458
H  -2.2365  2.6892  1.4453  0.2043
H  -0.7819  0.0389  1.9381  0.3432
H  1.3224  -1.0935  1.5548  0.2773

Kohn-Sham gap	0.33931	Eh
ΔE to the lowest compared entry with this formula, charge and spin	12.8	kcal per mole
SMILES string	CC1=NS(=O)(=O)c2ccc(CN)cc2N1
E_HOMO	-8.944	eV



No. 3
Computed, not measured: 18 unconnected molecules or ions with the total composition C18H72O18, with ωB97M-V/def2-TZVPD.

Last column: Mulliken charge in e.
Cartesian coordinates (Å):
C  13.0197  9.4122  8.7269  -0.3885
O  11.8689  9.6384  7.9041  -0.5811
H  13.2353  8.3502  8.8214  0.3829
H  13.9006  9.8394  8.2546  0.3418
H  12.8969  9.9083  9.7327  -0.1211
H  11.9482  10.3901  7.3387  0.3462
C  11.6724  15.0402  17.8155  -0.6262
O  11.9224  13.6233  17.6817  -0.5040
H  10.8662  15.3606  17.1526  0.2623
H  11.6308  15.3558  18.8408  0.3109
H  12.5108  15.6469  17.3553  0.2249
H  11.1341  13.3563  17.1757  0.2913
C  12.2130  12.9134  8.4315  -0.1050
O  12.1889  12.4389  7.1242  -0.6109
H  12.7675  13.8638  8.4387  0.3338
H  11.2160  13.0008  8.8233  0.0258
H  12.7924  12.2173  9.0585  0.0197
H  13.1112  12.4177  6.8911  0.3343
C  9.3347  13.2225  14.0806  0.2532
O  8.4632  13.5509  15.1236  -0.6064
H  10.3614  13.1131  14.4381  -0.4368
H  9.0812  12.2988  13.5262  -0.2012
H  9.3774  13.9813  13.2686  0.7134
H  7.7394  14.1370  14.8471  0.3113
C  17.1113  8.7480  10.8878  -0.6916
O  15.8154  9.0374  10.4420  -0.4320
H  17.4245  9.4338  11.6986  0.1504
H  17.1095  7.7529  11.3178  0.2720
H  17.8157  8.8144  10.0643  0.3111
H  15.2395  8.8863  11.1737  0.4648
C  6.2480  11.0965  13.8665  -0.5104
O  6.8397  9.8177  13.7575  -0.4958
H  5.1639  10.9745  13.9077  0.3223
H  6.6035  11.5699  14.7943  0.1565
H  6.4873  11.6891  12.9687  0.2304
H  6.6820  9.4966  12.8577  0.2686
C  9.4588  10.7228  16.9101  -0.2467
O  9.1803  12.0379  17.3269  -0.5817
H  9.7383  10.2197  17.8401  0.3664
H  8.5571  10.2759  16.5101  0.3292
H  10.2678  10.6151  16.2111  -0.1719
H  9.0171  12.6549  16.6003  0.2398
C  9.3805  10.7655  10.4674  0.0969
O  9.0860  12.1643  10.4835  -0.5739
H  10.3787  10.6459  10.0550  -0.0233
H  9.3684  10.3023  11.4425  -0.1423
H  8.6481  10.2441  9.8365  0.4552
H  9.8400  12.5856  10.8607  0.1226
C  15.0876  13.3205  16.3845  -0.3573
O  15.0372  12.9212  14.9934  -0.3545
H  15.7592  12.5936  16.9562  0.2273
H  15.4707  14.3473  16.4555  0.3441
H  14.0691  13.3492  16.7845  -0.0544
H  15.8917  13.1031  14.5968  0.1665
C  16.7885  9.6925  14.7044  -0.7195
O  15.5868  10.3686  14.2050  -0.2188
H  16.7764  9.8112  15.7763  0.3249
H  16.7086  8.6225  14.5064  0.1981
H  17.7322  10.0597  14.2788  0.2655
H  15.0461  10.5951  14.9890  0.0735
C  10.0635  8.0867  15.0856  -0.5746
O  9.7462  9.0960  14.1470  -0.0264
H  9.9729  8.2805  16.1816  0.2355
H  9.4971  7.1914  14.8209  0.3932
H  11.1057  7.8243  14.9338  -0.0204
H  8.8694  9.4959  14.2842  -0.0269
C  12.6517  15.4672  14.0673  -0.7194
O  13.1520  14.3877  13.2912  -0.3805
H  13.4829  16.0230  14.5410  0.3603
H  12.1831  16.1635  13.3998  0.2958
H  11.8829  15.1774  14.7707  0.1483
H  13.6935  13.7984  13.8497  0.1216
C  14.0753  7.3007  13.2778  -0.4713
O  14.3416  8.5201  12.6509  -0.1103
H  13.8359  6.5657  12.4984  0.2915
H  14.9094  6.9052  13.8790  0.3002
H  13.1477  7.3020  13.8643  -0.0987
H  14.7343  9.1785  13.2779  0.1870
C  15.3503  12.6466  11.0408  0.3415
O  15.9402  12.9376  9.7767  -0.5851
H  15.1074  11.5927  11.0607  -0.0424
H  16.0168  12.8539  11.8922  0.1259
H  14.4595  13.2610  11.1785  -0.1919
H  16.3324  12.0961  9.5479  0.3743
C  12.2372  11.1027  12.5523  1.4556
O  11.9036  10.8956  13.9004  0.6312
H  12.1584  10.1324  12.0215  0.1649
H  11.6194  11.8348  12.0476  -1.0840
H  13.2996  11.4383  12.4939  -0.4795
H  11.2573  10.1648  14.0253  -0.4328
C  13.1383  9.2595  16.3756  0.1418
O  14.2705  9.9870  16.8125  -0.5444
H  12.2688  9.6996  16.8569  0.2504
H  13.0730  9.2342  15.2951  -0.3861
H  13.2706  8.2113  16.7635  0.2579
H  13.9669  10.7068  17.3915  0.3064
C  11.5523  15.1891  10.7934  -1.1753
O  11.0906  14.0176  11.5280  0.1580
H  12.5895  15.1599  10.4879  0.3605
H  10.9757  15.3309  9.9160  0.4178
H  11.4541  16.1227  11.3986  0.3073
H  11.8222  13.9114  12.1781  -0.0344
C  9.6909  6.8943  11.7265  0.2013
O  9.2998  5.6845  11.0549  -0.6059
H  9.3665  7.7704  11.1916  0.0325
H  9.2105  6.8786  12.7106  -0.0303
H  10.8205  6.9223  11.8631  0.0585
H  9.5308  5.7076  10.1474  0.3190

Kohn-Sham gap	0.36791	Eh
ΔE to the lowest compared entry with this formula, charge and spin	159.5	kcal per mole
E_HOMO	-9.625	eV



No. 4
Computed, not measured: C4H9NOS in the gas phase, with ωB97M-V/def2-TZVPD.

Last column: Mulliken charge in e.
Cartesian coordinates (Å):
O  -0.5813  -1.7012  -1.1039  -0.4810
C  -1.0624  -0.3988  -1.1828  -0.9325
C  -0.6415  0.4280  0.0447  1.2750
C  0.7036  1.1092  0.0599  -1.0297
S  2.1345  -0.0415  0.1167  -0.2568
C  -1.8026  0.9934  0.7655  -0.7243
N  -1.1004  -0.1630  1.3082  -0.6141
H  0.3302  -1.6338  -1.2512  0.3431
H  -2.1389  -0.5381  -1.2062  0.3289
H  -0.7540  0.0790  -2.1052  0.3748
H  0.8218  1.7559  -0.8082  0.3853
H  0.9008  1.7554  0.9339  0.3666
H  1.8815  -0.4865  1.3121  0.1405
H  -2.8141  0.8854  0.3359  0.2380
H  -1.6372  1.8782  1.3616  0.2720
H  -1.5719  -1.0717  1.1092  0.3142

Kohn-Sham gap	0.36930	Eh
ΔE to the lowest compared entry with this formula, charge and spin	49.4	kcal per mole
SMILES string	OC[C@@]1(CS)CN1
E_HOMO	-9.199	eV



No. 5
Computed, not measured: 3 unconnected molecules or ions with the total composition CH7IN3, with ωB97M-V/def2-TZVPD.

Last column: Mulliken charge in e.
Cartesian coordinates (Å):
C  0.4662  -0.3417  -0.3779  0.5740
N  -1.5820  0.8905  -0.4587  -0.6878
N  -0.2877  0.5833  0.0830  0.1164
N  0.3082  -1.2048  -1.3272  -0.4256
I  2.4551  -0.3554  0.3850  0.1280
H  0.6135  0.1738  2.4893  -0.2050
H  -1.4790  1.2383  -1.3891  0.2640
H  1.0746  -0.3828  3.0018  0.1911
H  -0.0181  1.0784  0.8875  0.2581
H  1.2030  -1.7459  -1.6106  0.2137
H  -0.5666  -1.4623  -1.7964  0.2826
H  -2.1872  1.5286  0.1132  0.2905

net charge	+1
Kohn-Sham gap	0.36147	Eh
ΔE to the lowest compared entry with this formula, charge and spin	87.0	kcal per mole
E_HOMO	-14.274	eV



No. 6
Computed, not measured: a molecular structure, C25H21BeBr2N6SeSi, with ωB97M-V/def2-TZVPD.

Last column: Mulliken charge in e.
Cartesian coordinates (Å):
Be  0.0436  0.0915  0.3688  -0.7746
Se  6.4872  -2.7645  -0.5172  0.2499
N  5.4808  -1.6932  -1.5136  -0.8579
C  4.3189  -1.5750  -0.9295  0.6907
C  3.2307  -0.7725  -1.4879  0.2742
C  3.2564  -0.0721  -2.6558  -0.5762
C  2.0702  0.6702  -3.0214  -1.3007
C  0.9386  0.6478  -2.2974  -0.9466
N  0.8149  -0.1665  -1.1304  0.8964
C  2.0606  -0.7732  -0.6867  0.1966
C  1.9104  -1.4338  0.5068  0.2050
N  0.6682  -1.2826  1.1054  0.5098
C  0.4537  -1.9336  2.2673  -0.3122
C  1.3752  -2.7606  2.8443  -1.3659
C  2.6434  -2.9307  2.2347  -0.3877
C  2.9234  -2.2684  1.0733  -0.2347
C  4.1658  -2.3118  0.3155  0.7750
N  5.2098  -2.9992  0.6967  -0.8842
H  4.1396  -0.0422  -3.2741  0.5750
H  2.0914  1.2953  -3.9042  0.4454
H  0.0742  1.2361  -2.5582  0.8039
H  -0.5160  -1.7741  2.7240  0.4695
H  1.1392  -3.2664  3.7676  0.4226
H  3.3893  -3.5696  2.6879  0.5954
Br  1.8371  5.4652  3.3575  -0.1027
C  1.3817  3.8898  2.4385  -0.1823
C  2.3701  2.9846  2.0719  -0.8443
C  1.9889  1.8353  1.4171  0.1458
N  0.7107  1.5710  1.1316  0.4367
C  -0.2375  2.4518  1.4684  0.7194
C  0.0578  3.6331  2.1326  -0.9069
C  -1.5754  1.9979  1.0923  0.5748
C  -2.7292  2.7513  1.2474  -1.0407
C  -3.9429  2.1872  0.9073  -0.0714
Br  -5.5264  3.1800  1.0869  -0.0879
C  -3.9812  0.8795  0.4361  -1.0343
C  -2.7911  0.2099  0.2890  -0.0340
N  -1.6018  0.7491  0.5866  0.4434
H  3.4105  3.1697  2.2917  0.4977
H  2.7115  1.0941  1.1025  0.4320
H  -0.7108  4.3365  2.4140  0.4856
H  -2.6875  3.7621  1.6237  0.4873
H  -4.9129  0.3974  0.1821  0.4845
H  -2.7865  -0.8027  -0.0881  0.5340
C  -1.1925  -2.9616  -0.5691  -1.2132
Si  -0.3146  -1.7889  -1.7558  0.7897
C  1.0401  -2.7476  -2.6321  -1.2060
C  -1.4891  -0.9354  -2.9577  -1.2393
H  -1.7888  -3.6502  -1.1738  0.4874
H  -1.8435  -2.5275  0.1874  0.3723
H  -0.4364  -3.5369  -0.0336  0.3010
H  0.5890  -3.5978  -3.1495  0.5095
H  1.7721  -3.1479  -1.9273  0.2816
H  1.5579  -2.1320  -3.3659  0.3219
H  -2.0687  -1.6908  -3.4932  0.4108
H  -0.9262  -0.3755  -3.6974  0.3951
H  -2.1995  -0.2530  -2.4860  0.3839

net charge	+1
Kohn-Sham gap	0.15580	Eh
ΔE to the lowest compared entry with this formula, charge and spin	16.5	kcal per mole
E_HOMO	-8.418	eV



Ordered molar mass results: 405.248; 225.273; 576.756; 119.189; 187.992; 681.351; unit g/mol.